Record 1
14 unconnected molecules or ions with the total composition C40H114N14O20 at a distorted geometry. Source: the OMol25 dataset; level of theory: the ωB97M-V functional and the def2-TZVPD basis.

Geometry as XYZ:
```
188
Properties=species:S:1:pos:R:3:forces:R:3:mulliken_charge:R:1
C -8.438800 10.350336 -2.158665 -0.3285 1.3198 2.6771 0.68
O -8.732720 11.366236 -1.537717 0.3349 0.4925 -0.6888 -0.66
N -7.265303 9.789623 -2.223923 4.6187 -0.4701 -0.0909 -0.38
N -9.323610 9.515343 -2.614309 -3.9029 -1.0257 -1.6024 -0.40
H -7.140667 8.936246 -2.749570 0.3388 0.4441 0.2374 0.16
H -6.463095 10.274384 -1.847660 -0.1453 -0.2409 -0.1821 0.21
H -9.088731 8.608402 -2.991664 -0.6245 0.4444 0.0121 0.17
H -10.234698 9.950483 -2.588423 -0.2928 -0.9635 -0.3619 0.22
C 9.668154 -6.748872 0.164816 1.5496 -2.6522 -0.2454 0.67
O 9.773025 -7.914098 0.433628 -0.4563 -2.7752 1.3843 -0.66
N 9.728155 -5.803683 1.050895 -0.5269 3.1202 1.9948 -0.38
N 9.757578 -6.416226 -1.094268 -0.2956 2.3143 -4.4201 -0.39
H 9.697559 -6.051065 2.029657 -0.0502 0.3006 -0.3541 0.22
H 9.745032 -4.856903 0.699564 -0.0059 -0.0170 0.8207 0.17
H 9.605164 -5.479258 -1.439178 0.0743 -0.1227 0.1761 0.16
H 10.019327 -7.081909 -1.807323 -0.2873 -0.1332 0.6345 0.21
C -1.440836 11.158619 10.274539 1.9943 -3.7633 -2.0121 0.68
O -1.168809 10.029990 9.799497 -1.0277 1.2831 1.6133 -0.67
N -1.826422 11.550445 11.462631 -1.2474 -0.7131 2.9134 -0.38
N -1.198436 12.234914 9.569575 0.6627 2.7674 -2.8389 -0.43
H -2.065230 12.531610 11.482463 -0.3228 -0.6421 1.1739 0.18
H -1.938213 10.874356 12.204590 -0.3398 0.5455 -0.0406 0.22
H -1.138733 13.091218 10.101835 0.4718 0.0815 -0.9206 0.17
H -0.619194 12.077521 8.757302 -0.1769 0.4347 0.1004 0.24
C 10.304681 0.113351 -2.892447 -2.9256 -0.6990 2.6119 0.64
O 10.077154 -0.543873 -1.905247 -0.7191 -1.3109 1.6705 -0.67
N 11.463220 0.139643 -3.408694 5.1078 0.3482 -2.4082 -0.38
N 9.384429 0.851199 -3.485078 -2.1333 1.9885 -1.7414 -0.42
H 11.646455 0.721043 -4.213991 0.4913 -0.3571 0.2791 0.18
H 12.179491 -0.287982 -2.839314 0.1362 0.2184 -0.5299 0.23
H 8.445638 0.889180 -3.114486 0.4244 -0.0731 0.0912 0.22
H 9.694048 1.638801 -4.036362 -0.3838 -0.1483 0.0379 0.19
C -2.010354 -11.970273 -0.404476 -0.1265 -1.6245 -0.5594 -0.73
O -2.743537 -10.915295 -0.959885 -0.0495 1.5010 1.3352 -0.41
C -3.387407 -10.141709 0.091760 1.0738 0.4453 -0.7215 -0.91
C -4.617973 -10.783800 0.641378 -0.8226 1.5206 -1.1142 -0.39
N -4.407107 -11.533171 1.808473 -0.6484 -2.9600 1.4799 -0.25
C -5.579279 -11.667424 2.675301 -1.7244 1.5275 -0.0968 -1.02
C -7.059189 -11.910702 2.109593 2.2277 0.2211 1.5201 -0.37
O -7.143168 -13.209937 1.606694 -1.3566 -1.0297 -2.2343 -0.42
C -7.371076 -14.282650 2.538485 1.3389 2.2932 1.5463 -0.65
H -2.646813 -12.855036 -0.390155 -0.2456 -0.3219 0.2745 0.24
H -1.616973 -11.870894 0.607197 -0.0300 0.6761 0.0231 0.34
H -1.203496 -12.278119 -1.069543 0.1789 0.4655 -0.1069 0.27
H -3.607735 -9.133972 -0.260401 -0.2380 -0.2567 -0.8779 0.38
H -2.686517 -9.895666 0.889443 0.2963 -0.5654 0.2465 0.43
H -5.126762 -11.245490 -0.204839 -0.1474 -0.6134 -0.0142 0.25
H -5.288256 -9.962002 0.893298 -0.1209 0.2293 0.2562 0.52
H -4.256367 -12.513183 1.616246 0.8988 -0.0946 -0.7385 0.29
H -5.600283 -10.701635 3.180191 -0.4477 -0.0082 0.5873 0.44
H -5.511555 -12.471069 3.408566 0.8473 0.1931 0.0340 0.42
H -7.363486 -11.107695 1.438265 -0.0348 -0.5898 -0.6777 0.39
H -7.655940 -11.756230 3.008559 -0.4335 -0.2561 0.1761 0.34
H -8.078563 -13.900796 3.274522 -0.3112 -0.3192 0.1627 0.29
H -6.395802 -14.284494 3.025252 -0.0855 -1.0069 0.6725 0.26
H -7.639852 -15.301523 2.259632 -0.0381 0.5757 -1.1711 0.27
C -1.481156 0.693386 6.667870 -2.2593 -1.1081 0.3339 -0.84
O -1.749907 -0.584290 6.015280 1.2984 0.8897 -0.8012 -0.33
C -1.063247 -1.697737 6.607284 -1.8932 1.0312 0.7442 -0.55
C -1.506873 -3.070454 6.082297 -1.4990 3.8960 -1.8388 -0.49
N -1.234799 -3.984249 7.038403 0.8953 -4.7928 1.4934 -0.30
C -1.633380 -5.323461 6.536646 0.6391 -1.3563 0.7787 -0.49
C -1.122074 -6.521085 7.393667 1.5221 2.1701 -1.0905 -0.70
O 0.308230 -6.708027 7.028074 -2.5314 0.1265 -0.7466 -0.30
C 0.702945 -7.986510 6.460324 0.0577 1.1177 2.4052 -0.71
H -2.087431 1.441352 6.156902 1.0992 0.2170 -1.0793 0.33
H -0.467299 0.936339 6.985923 0.1090 -0.0996 -0.7200 0.31
H -2.121880 0.754263 7.547561 0.3522 -0.6796 0.9988 0.34
H -1.409611 -1.556106 7.631047 0.6703 -0.8936 0.6243 0.39
H 0.023450 -1.652372 6.535637 0.1953 0.3492 -0.0516 0.26
H -1.110539 -3.127973 5.068543 0.5861 -0.7435 -0.3056 0.23
H -2.579078 -3.225037 5.961488 -0.4265 1.1428 -0.3490 0.32
H -0.262693 -4.042017 7.306324 0.3095 -0.0100 -0.0215 0.25
H -1.255344 -5.628380 5.560843 0.5791 0.6969 -0.5173 0.32
H -2.699454 -5.459884 6.355092 -0.4166 0.7338 0.6774 0.43
H -1.818676 -7.316445 7.128619 0.5896 -0.6178 0.5475 0.39
H -1.046838 -6.191258 8.429841 -0.6696 -0.5980 0.2115 0.33
H -0.074417 -8.689726 6.161472 -0.2829 0.5643 -0.6070 0.31
H 1.047890 -8.359174 7.424806 1.1545 -1.3107 -0.7136 0.28
H 1.463572 -7.717623 5.727353 -0.0773 -0.7232 0.0204 0.22
C 4.471931 15.369554 4.463258 -0.5807 0.2806 0.8106 -0.75
O 3.854263 14.899602 3.267856 1.8170 1.1604 -0.5659 -0.33
C 4.875224 15.023425 2.226519 -0.4927 -1.0756 -0.3738 -0.54
C 4.274188 14.733647 0.841932 -0.2189 -1.4941 -0.0620 -0.65
N 5.264499 14.425187 -0.254784 -2.4785 0.7976 -0.2068 -0.23
C 4.541352 14.491394 -1.600551 0.9373 0.0710 -0.5903 -0.46
C 5.552483 14.663583 -2.792697 1.4454 -2.4967 2.4453 -0.58
O 5.133511 14.690039 -4.084303 -1.0846 0.0815 -1.1948 -0.35
C 4.552126 15.903793 -4.486688 0.2977 -0.0198 -0.1925 -0.70
H 5.239411 14.735096 4.906582 0.2085 -0.5655 -0.5317 0.31
H 3.738204 15.468657 5.263226 -0.3871 -0.0697 -0.2949 0.28
H 4.931516 16.352536 4.360220 -0.0523 0.1808 -0.3614 0.31
H 5.686957 14.370965 2.548204 0.0889 -0.5225 -0.4729 0.39
H 5.369089 15.988508 2.113327 -0.4496 0.6683 0.6764 0.33
H 3.490727 15.471525 0.669270 0.6022 1.0571 -0.5750 0.25
H 3.599028 13.878002 0.830671 0.3196 -0.6421 0.6358 0.34
H 6.105925 14.970456 -0.133165 -0.1128 0.5064 -0.6541 0.28
H 3.753438 15.212898 -1.816698 0.1507 1.2072 1.1085 0.29
H 3.903609 13.612102 -1.691217 0.6784 -0.7179 -0.0307 0.31
H 6.183381 13.774987 -2.814707 0.0257 -0.4132 0.4758 0.26
H 6.307800 15.392836 -2.499789 -0.2727 1.0633 -0.2762 0.40
H 5.266744 16.669402 -4.184589 -0.4510 0.6453 0.0423 0.32
H 3.550931 16.010037 -4.069046 0.0214 0.3961 0.1365 0.26
H 4.475177 15.911649 -5.573931 0.0097 -0.1205 0.0519 0.24
C 4.184217 -8.878707 -7.124708 -0.6468 -0.5316 -0.3891 -0.74
O 3.655146 -8.781717 -8.457678 0.7131 -0.5599 0.6860 -0.31
C 2.555850 -9.641822 -8.823146 0.4044 1.2381 -0.5254 -0.69
C 2.619237 -9.753884 -10.361641 -1.6625 1.5823 1.3415 -0.60
N 3.730078 -10.481126 -10.823984 0.3020 -0.5922 -0.3931 -0.31
C 3.878304 -10.353595 -12.261943 1.5281 -2.1433 0.0197 -0.78
C 5.110211 -11.243442 -12.655211 0.0341 1.7923 -0.3887 -0.48
O 6.377212 -10.562980 -12.418418 -3.0663 -1.0144 2.2407 -0.32
C 7.351493 -10.992792 -13.300621 -0.1397 1.4775 -0.5464 -0.71
H 4.496928 -9.903624 -6.925061 0.3682 -0.0774 -0.0593 0.31
H 3.464719 -8.654917 -6.337090 -0.4748 0.2362 -0.1270 0.30
H 5.007831 -8.177281 -6.991460 0.0081 -0.1349 -0.4210 0.24
H 1.688602 -9.102347 -8.442410 -0.5517 -0.1826 -0.4689 0.43
H 2.497700 -10.646203 -8.403676 0.7816 -0.1058 0.3535 0.36
H 2.651003 -8.761118 -10.810526 -0.1090 0.7196 0.3208 0.37
H 1.635571 -10.102824 -10.675880 0.0923 -0.8049 -0.2647 0.38
H 4.546800 -10.103539 -10.365191 0.2755 0.0254 0.0272 0.24
H 3.948200 -9.351463 -12.684976 0.3100 0.3829 0.2486 0.37
H 3.021214 -10.811946 -12.755310 -0.2099 -0.1263 0.1103 0.39
H 5.064056 -11.405804 -13.732065 -0.1762 -0.2346 -0.1629 0.48
H 5.093530 -12.195512 -12.124746 -0.1394 0.0012 0.0546 0.24
H 8.275596 -11.066839 -12.727348 0.2127 -0.3119 -0.5838 0.22
H 7.272484 -10.099189 -13.919755 1.6182 -0.3553 -1.2622 0.28
H 7.034791 -11.861532 -13.877769 0.5281 -0.2799 0.1905 0.33
C 1.711760 6.859581 2.903889 0.4795 0.8567 -0.4912 -0.57
O 0.774523 7.284675 1.938542 -0.4484 -0.7332 -1.0421 -0.33
C 0.912485 6.682238 0.633099 -1.9297 -1.4792 1.2366 -0.61
C 0.216727 5.221807 0.581683 1.1506 1.5495 -0.1531 -0.54
N 1.086580 4.214484 1.167229 -0.3127 -2.3875 -1.3550 -0.25
C 0.697109 2.771372 0.750362 0.5688 1.6018 0.1561 -0.70
C 1.965139 1.929072 0.680470 -1.1030 -1.7812 1.2061 -0.32
O 1.524885 0.549517 0.539361 -0.0408 0.1302 -0.3297 -0.32
C 2.440280 -0.407703 1.053798 -0.3553 0.3267 -0.2469 -0.72
H 2.647508 7.309431 2.572064 0.5206 -0.0015 0.5534 0.26
H 1.905946 5.791583 3.002752 -0.4565 -0.0864 -0.0840 0.23
H 1.374911 7.293703 3.845259 0.2224 -0.1465 0.0226 0.23
H 1.945954 6.589991 0.299144 0.1601 -0.0490 0.1962 0.31
H 0.362364 7.321566 -0.057353 0.0506 0.1239 0.1070 0.35
H 0.078715 5.058203 -0.487090 0.3468 -0.4470 -0.1375 0.43
H -0.796529 5.158514 0.978429 -0.1498 0.6851 0.3479 0.32
H 1.034100 4.180581 2.175296 -0.1610 0.4097 0.0142 0.22
H 0.170592 2.713094 -0.202254 0.2568 0.5544 -0.2678 0.33
H -0.051677 2.382919 1.440663 0.3588 -0.3595 0.3419 0.28
H 2.438917 1.914280 1.662004 0.4618 0.7059 0.0186 0.29
H 2.663010 2.209738 -0.108399 -0.0655 0.1460 -0.0103 0.26
H 3.385377 -0.307269 0.520128 0.2957 -0.1946 0.2460 0.29
H 2.048781 -1.417514 0.930886 -0.1916 0.1500 -0.4934 0.26
H 2.551502 -0.320307 2.134573 0.3373 0.4286 0.1720 0.31
C -6.027929 -1.756289 -0.967539 -0.5601 -0.2964 -2.2078 -0.75
O -6.782255 -0.512255 -0.868006 0.4607 -1.7762 2.1617 -0.35
C -7.561430 -0.634631 0.356976 -1.0457 2.6665 0.4866 -0.65
C -8.478590 -1.783736 0.505549 0.6046 -1.7229 -1.7555 -0.79
N -9.486714 -1.745985 -0.611256 1.4176 0.4756 0.9396 -0.09
C -10.597305 -2.593068 -0.477648 -1.2839 -0.2876 2.0810 -0.41
C -11.825491 -2.407979 -1.294631 0.8372 0.8750 -2.3627 -0.82
O -11.794419 -3.151503 -2.536068 -0.6527 -0.1177 -0.1929 -0.41
C -11.007473 -2.611793 -3.674649 -1.1560 -0.6489 2.6486 -0.57
H -5.356695 -2.170410 -0.215182 -0.4547 0.8507 1.0380 0.30
H -5.375947 -1.759973 -1.841041 -0.0819 0.8321 -0.2142 0.30
H -6.759411 -2.516138 -1.242633 0.0731 -0.3745 0.2989 0.27
H -8.325386 0.138835 0.435995 0.4795 1.0646 -0.9856 0.36
H -7.005913 -0.412691 1.268157 0.8016 -0.6234 -0.1165 0.40
H -8.866819 -1.912252 1.515924 -0.9293 0.9974 -0.1597 0.48
H -7.788843 -2.625455 0.567738 -0.3092 -1.1486 -0.8745 0.33
H -9.185368 -1.537478 -1.552433 0.6225 -0.1722 0.3337 0.29
H -11.034719 -2.298220 0.476194 0.2536 -0.2426 0.7977 0.34
H -10.430418 -3.665519 -0.377212 0.4092 -0.3702 -0.2425 0.27
H -11.964987 -1.361563 -1.566009 0.1994 0.4515 0.0653 0.41
H -12.659496 -2.587217 -0.616101 -0.3989 -1.0493 -0.8260 0.38
H -10.007662 -3.017355 -3.519704 0.2217 0.3501 -0.5080 0.20
H -11.066813 -1.527369 -3.581995 0.3130 0.1016 -0.4846 0.31
H -11.485506 -3.000626 -4.573756 0.1815 0.1692 0.0802 0.20
O 7.523705 9.749927 -0.527881 0.0651 -0.1742 -0.1689 -0.64
H 7.302172 10.677333 -0.611971 -0.1001 0.2646 -0.0617 0.32
H 7.595995 9.605034 0.415520 0.0135 -0.0728 0.2308 0.32
O 2.591824 6.039500 10.218925 0.1848 -0.1067 -0.1329 -0.64
H 2.654323 6.108095 11.171612 0.0466 0.0091 0.2296 0.32
H 1.712002 6.355154 10.012793 -0.2432 0.1154 -0.1049 0.33
O -3.140312 10.602766 4.912880 -0.2163 0.0330 -0.0838 -0.64
H -2.351361 10.418976 4.402956 0.1809 -0.0827 -0.1731 0.32
H -2.814396 10.853449 5.777266 0.0375 0.0282 0.2679 0.32
O 1.797869 4.174617 -6.551302 -0.2074 0.0682 -0.0293 -0.64
H 2.226035 3.921887 -5.733362 0.0644 -0.0572 0.2371 0.32
H 2.476971 4.074856 -7.218451 0.1394 -0.0099 -0.2067 0.32
```
Positions in Å, forces in eV/Å.

Calculated values
2S+1 = 1
HOMO level = -8.55 eV
DFT total energy = -3863.2562 a.u.
energy above the lowest of the compared OMol25 structures with the same formula, charge and spin = 1205.4 kJ/mol
maximum force = 5.66 eV Å⁻¹

Record 2
2 unconnected molecules or ions with the total composition C4H10NOP at a distorted geometry. Source: the OMol25 dataset; level of theory: the ωB97M-V functional and the def2-TZVPD basis.

Geometry as XYZ:
```
17
Properties=species:S:1:pos:R:3:forces:R:3:mulliken_charge:R:1
C 1.142016 1.936559 -1.858864 -1.7964 0.6289 -1.4921 -0.16
C -0.327709 0.350034 1.917259 2.1063 0.9765 0.5045 -0.98
C 0.469455 -2.127349 -0.155941 0.4211 2.2517 -0.5924 -0.93
C -1.193820 0.293633 0.669032 -0.5709 -2.7188 1.0411 -0.30
N 1.581908 1.268514 -0.924893 -1.3102 -2.7738 1.7312 -0.51
O -1.066528 -0.570610 -1.947434 0.4975 0.2936 0.6089 -0.64
P -0.281941 -0.482958 -0.683041 2.1012 0.8597 -1.8471 0.65
H 1.612921 2.889967 -2.147957 0.1566 -0.2466 -0.0520 0.28
H 0.197337 1.661784 -2.417081 0.7395 0.3496 0.1631 0.17
H -0.032564 -0.691867 2.182629 -0.4318 0.7579 0.2407 0.25
H 0.704761 0.831882 1.580153 -2.1052 -0.5555 1.0980 0.30
H -0.790945 0.889144 2.838255 0.8639 -0.9349 -1.7946 0.29
H 1.223679 -1.816203 0.618468 -0.6716 -1.0071 -0.7264 0.30
H -0.473604 -2.472726 0.227377 -0.0879 -1.0749 0.6735 0.33
H 0.832390 -2.733630 -1.034737 -0.3232 0.9045 1.1126 0.32
H -1.534612 1.219544 0.285629 -0.4873 0.9411 -0.2485 0.33
H -2.062745 -0.445720 0.851148 0.8984 1.3482 -0.4207 0.30
```
Positions in Å, forces in eV/Å.

Calculated values
2S+1 = 1
HOMO level (spin up / spin down) = -8.12 / -8.13 eV
DFT total energy = -629.6686 a.u.
energy above the lowest of the compared OMol25 structures with the same formula, charge and spin = 271.3 kJ/mol
maximum force = 3.52 eV Å⁻¹